[1]
Density functional theory data (wB97M-V/def2-TZVPD) for a structure of composition C5H4GdO4.

## Properties
* 2S+1: 9
* highest occupied orbital energy (spin up / spin down): -0.51204 / -0.51202 hartree
* total charge: +2
* lowest unoccupied orbital energy (spin up / spin down): -10.22 / -10.35 eV
* frontier orbital gap (spin up / spin down): 3.716 / 3.582 eV

Cartesian coordinates (Å):
C: -0.845 1.151 0.732
C: -1.982 1.546 0.845
H: -2.984 1.922 0.962
H: 1.947 1.511 1.886
O: 0.359 0.497 0.446
C: 1.439 1.190 0.067
O: 1.670 1.262 -1.132
O: 2.199 1.714 0.962
Gd: 3.346 2.394 -2.751
C: -1.059 -2.806 -0.293
C: 0.034 -2.509 -0.744
O: -2.137 -2.772 0.429
H: 0.941 -2.563 -1.321
H: -2.928 -2.537 -0.086

Atomic partial charges in e from the Löwdin method, atoms 1 to 4:
1. C -0.09
2. C 0.19
3. H 0.07
4. H 0.20



[2]
Density functional theory data (wB97M-V/def2-TZVPD) for a structure of composition C5H4LiN2O2S.

## Properties
* highest occupied orbital energy: -0.17828 hartree
* total charge: -1
* lowest unoccupied orbital energy: 3.11 eV
* frontier orbital gap: 7.957 eV

Cartesian coordinates (Å):
Li: -0.004 -0.017 -0.003
S: 0.973 4.399 0.685
C: 0.634 2.866 0.447
N: 0.384 1.735 0.270
O: -1.604 -2.165 1.611
C: -1.123 -2.560 0.565
C: -1.264 -3.999 0.035
C: -0.497 -3.965 -1.275
C: 0.002 -2.510 -1.355
O: 0.669 -2.063 -2.270
N: -0.401 -1.815 -0.283
H: -2.321 -4.236 -0.091
H: -0.845 -4.696 0.762
H: -1.119 -4.182 -2.145
H: 0.358 -4.642 -1.292

Atomic partial charges in e from the natural (NBO) method, atoms 1 to 4:
1. Li 0.89
2. S -0.31
3. C 0.14
4. N -0.77



[3]
Density functional theory data (wB97M-V/def2-TZVPD) for a structure of composition C5H4LiNaO7.

## Properties
* 2S+1: 2
* highest occupied orbital energy (spin up / spin down): -0.08615 / -0.08564 hartree
* total charge: -1
* lowest unoccupied orbital energy (spin up / spin down): -0.14 / -0.44 eV
* frontier orbital gap (spin up / spin down): 2.202 / 1.893 eV

Cartesian coordinates (Å):
O: -0.261 -1.149 2.191
C: -1.187 -0.270 2.781
C: -2.335 -0.179 1.753
O: -2.065 -1.223 0.856
C: -0.626 -1.395 0.803
H: -1.521 -0.691 3.741
H: -0.737 0.718 2.973
H: -2.331 0.798 1.237
H: -3.325 -0.332 2.200
Li: 1.045 1.101 -1.604
O: 1.092 0.282 0.209
O: -0.263 -2.554 0.381
O: -0.597 0.056 -1.185
C: 0.003 -0.268 -0.120
C: 2.979 0.400 -3.656
O: 3.836 0.605 -4.510
O: 2.276 1.252 -3.061
Na: 4.018 2.848 -4.989

Atomic partial charges in e from the natural (NBO) method, atoms 1 to 4:
1. O -0.56
2. C -0.09
3. C -0.10
4. O -0.55



Computed F_max, in the same sequence as the records: 2.9; 1.8; 2.3 eV Å⁻¹.